1.
{
  "formula": "C20H37N6O7",
  "method": "ωB97M-V with the def2-TZVPD basis set",
  "symbols": ["C", "C", "C", "C", "C", "C", "N", "O", "C", "C", "C", "H", "H", "H", "H", "H", "H", "H", "H", "H", "H", "H", "H", "H", "H", "H", "H", "H", "H", "N", "C", "C", "C", "C", "H", "H", "H", "H", "H", "N", "C", "C", "C", "C", "H", "H", "H", "H", "H", "C", "N", "O", "O", "H", "H", "H", "C", "N", "O", "O", "H", "H", "H", "C", "N", "O", "O", "H", "H", "H"],
  "positions_angstrom": [[2.9480, -0.7336, -1.1749], [2.1430, -1.2476, 0.1871], [2.8590, -0.6256, 1.2051], [2.0150, -0.5856, 2.4461], [0.6780, 0.1104, 2.1251], [0.0260, -0.4256, 1.0711], [0.7490, -0.8076, -0.1559], [0.2910, -0.7276, -1.2539], [-0.9770, 0.7894, 0.5321], [-0.8350, -1.6466, 1.4691], [2.2570, -2.7846, 0.0301], [2.8720, 0.3304, -1.1409], [2.3360, -1.2026, -2.0139], [3.8900, -1.0556, -1.2249], [3.0660, 0.2784, 0.9371], [3.9050, -1.0886, 1.5771], [2.4910, -0.0856, 3.3731], [1.8220, -1.5966, 2.9981], [1.0970, 1.1254, 1.9841], [0.0280, 0.2974, 3.0751], [-1.5850, 1.2014, 1.3701], [-1.6260, 0.3824, -0.1289], [-0.4230, 1.5514, 0.3181], [-1.7530, -1.3616, 2.1221], [-0.4190, -2.3926, 2.0401], [-1.2660, -2.1236, 0.5691], [1.9760, -3.4466, 0.7991], [3.2610, -3.0946, -0.3549], [1.4520, -3.2406, -0.7799], [-4.2200, -3.0636, 0.0281], [-4.3170, -2.1996, 1.1431], [-4.3890, -0.7176, 0.5911], [-4.6480, -0.9236, -0.8739], [-4.4070, -2.4196, -1.1179], [-3.9510, -3.9396, 0.1381], [-4.2260, -2.5646, 2.2341], [-4.5620, -0.0086, 1.2801], [-4.7310, -0.0136, -1.5899], [-4.0580, -3.0186, -1.9019], [0.8750, 5.2154, 3.3511], [0.1430, 4.0734, 3.2671], [-0.4580, 3.8264, 4.7501], [-0.0560, 4.9754, 5.5291], [0.8570, 5.8134, 4.6261], [1.3920, 5.6534, 2.6791], [0.1510, 3.5374, 2.3461], [-1.1450, 3.0014, 5.2321], [-0.1700, 5.2514, 6.4851], [1.3690, 6.6984, 4.7851], [2.6600, 3.6004, -3.1129], [1.8270, 3.4144, -1.9969], [1.0710, 2.4704, -1.9969], [2.0050, 4.1274, -0.8899], [2.2070, 3.1434, -3.8669], [3.5950, 3.2714, -3.0159], [2.5240, 4.6344, -3.1219], [-0.6650, 0.4594, -4.3619], [-0.7260, 1.8194, -4.8029], [-1.9040, 2.3794, -4.6919], [0.2570, 2.3854, -4.8719], [0.3530, 0.1444, -4.4799], [-1.2990, -0.0856, -5.0249], [-0.9070, 0.3134, -3.3779], [-0.3930, -4.8696, -2.6679], [-0.7800, -5.6976, -1.5259], [-0.3890, -5.4376, -0.4889], [-1.4220, -6.7306, -1.8209], [-0.8360, -4.0326, -2.5169], [-0.5740, -5.4256, -3.6609], [0.6720, -4.8546, -2.6869]],
  "e_above_lowest_ev": 1.802,
  "charge": 1
}

---

2.
{
  "formula": "C54H41INO9P2",
  "method": "ωB97M-V with the def2-TZVPD basis set",
  "symbols": ["C", "C", "C", "C", "C", "P", "P", "O", "I", "O", "C", "C", "C", "C", "C", "C", "C", "N", "O", "H", "H", "H", "H", "H", "H", "H", "H", "H", "H", "H", "H", "H", "H", "H", "H", "H", "C", "C", "C", "C", "C", "C", "C", "O", "C", "C", "C", "C", "C", "C", "C", "O", "H", "H", "H", "H", "H", "H", "H", "H", "C", "C", "C", "C", "C", "C", "C", "O", "C", "C", "C", "C", "C", "C", "C", "O", "H", "H", "H", "H", "H", "H", "H", "H", "C", "C", "C", "C", "C", "C", "C", "O", "C", "C", "C", "C", "C", "C", "C", "O", "H", "H", "H", "H", "H", "H", "H", "H"],
  "positions_angstrom": [[-1.9841, -7.5110, 0.4317], [-2.4509, -7.1676, 1.5263], [-2.6783, -6.4744, 2.9368], [-3.9934, -5.5821, 2.9789], [-4.0998, -4.4698, 1.8443], [-2.5608, -3.3516, 1.6475], [-3.2511, -3.2318, -0.4941], [-2.1920, -4.2418, -1.4017], [-2.9416, -0.8776, -1.1686], [-2.0320, -3.3880, 3.3046], [-0.8404, -2.5376, 3.3775], [-0.1261, -2.8387, 1.9468], [1.3319, -2.2970, 1.7192], [1.7608, -1.8756, 0.3452], [3.1365, -1.3710, -0.0375], [4.0743, -1.3184, 1.1798], [3.4855, -1.7675, 2.4790], [2.2128, -2.2132, 2.7906], [-1.1511, -2.4818, 1.0077], [-1.3693, -7.9647, -0.3963], [-2.8609, -7.3488, 3.6565], [-1.7424, -5.9585, 3.3083], [-4.8705, -6.3032, 2.8090], [-4.1435, -5.1773, 4.0373], [-4.9603, -3.7758, 2.1605], [-4.4304, -4.8842, 0.8298], [-1.8285, -4.5134, 1.2031], [-3.3107, -2.1374, 1.9489], [-1.5436, -3.6209, -1.8028], [-1.0806, -1.4304, 3.5653], [-0.2011, -2.7856, 4.2792], [0.0634, -3.9696, 2.0627], [0.9904, -1.9646, -0.4860], [3.4479, -1.0860, -1.0786], [5.1540, -0.9960, 1.0694], [4.2093, -1.7309, 3.3611], [7.4526, -2.9916, -7.3856], [6.1748, -2.8236, -6.8572], [6.0149, -2.3873, -5.5487], [7.1331, -2.1285, -4.7589], [8.4132, -2.3201, -5.2805], [8.5699, -2.7414, -6.5998], [9.6115, -2.0961, -4.4361], [10.7290, -2.2595, -4.8917], [9.4262, -1.6784, -3.0258], [10.5395, -1.5192, -2.2025], [10.3765, -1.1154, -0.8835], [9.1017, -0.8599, -0.3839], [7.9895, -1.0226, -1.1991], [8.1482, -1.4414, -2.5188], [6.9516, -1.6460, -3.3691], [5.8376, -1.4270, -2.9318], [7.5764, -3.3237, -8.4108], [5.3030, -3.0314, -7.4680], [5.0176, -2.2531, -5.1438], [9.5624, -2.8791, -7.0146], [11.5352, -1.7135, -2.5864], [11.2440, -0.9972, -0.2431], [8.9758, -0.5377, 0.6441], [6.9986, -0.8270, -0.8037], [-4.1796, -1.3877, 4.6375], [-5.2770, -1.2404, 3.7901], [-5.7621, 0.0270, 3.4945], [-5.1606, 1.1526, 4.0536], [-4.0769, 1.0037, 4.9213], [-3.5817, -0.2686, 5.2021], [-3.4581, 2.1874, 5.5619], [-2.5101, 2.0607, 6.3167], [-4.0172, 3.5316, 5.2764], [-3.4833, 4.6496, 5.9152], [-3.9912, 5.9136, 5.6445], [-5.0283, 6.0673, 4.7277], [-5.5666, 4.9555, 4.0935], [-5.0687, 3.6841, 4.3736], [-5.6749, 2.4999, 3.7171], [-6.5851, 2.6351, 2.9187], [-3.7948, -2.3765, 4.8603], [-5.7513, -2.1147, 3.3589], [-6.6126, 0.1361, 2.8304], [-2.7316, -0.3893, 5.8648], [-2.6733, 4.5365, 6.6278], [-3.5775, 6.7818, 6.1467], [-5.4198, 7.0557, 4.5112], [-6.3774, 5.0801, 3.3839], [-0.5744, 2.6392, -0.8432], [0.1546, 3.8038, -0.6148], [-0.1881, 4.9797, -1.2700], [-1.2549, 4.9927, -2.1663], [-1.9705, 3.8188, -2.4136], [-1.6340, 2.6451, -1.7406], [-3.0760, 3.8060, -3.4011], [-3.7032, 2.7867, -3.6160], [-3.3998, 5.0568, -4.1308], [-4.3979, 5.0475, -5.1035], [-4.7176, 6.2161, -5.7828], [-4.0480, 7.4010, -5.4868], [-3.0492, 7.4134, -4.5224], [-2.7160, 6.2391, -3.8489], [-1.6234, 6.2560, -2.8462], [-1.0347, 7.2924, -2.5906], [-0.3119, 1.7231, -0.3240], [0.9899, 3.7943, 0.0772], [0.3799, 5.8849, -1.0842], [-2.1924, 1.7319, -1.9158], [-4.9252, 4.1286, -5.3361], [-5.4913, 6.2052, -6.5431], [-4.3031, 8.3150, -6.0127], [-2.5274, 8.3377, -4.2991]],
  "charge": -1,
  "energy_ev": -103256.9971
}